Entry 1:
Density functional theory data (ωB97M-V/def2-TZVPD) for a structure of composition C17H50F2N2O13S2V in a non-equilibrium geometry.

```
87
Properties=species:S:1:pos:R:3
V -0.3088 -0.5237 -0.9180
S -0.9169 -2.1270 -3.8729
S -2.1415 -2.9579 -2.0938
F -2.3599 -2.8778 -0.5260
F -0.0396 -0.7902 -3.9530
O -0.0446 -3.0814 -4.4616
O 0.0158 -2.1863 0.5162
O -3.4659 -2.5234 -2.4698
O 1.7965 -3.6324 -1.6911
O -2.0893 -1.7948 -4.6934
O -0.8144 1.1625 -2.1724
O -2.7978 -0.7489 2.7445
O -1.7469 -4.3810 -2.2053
O -3.1566 1.3252 -3.7258
O -0.4205 -4.7894 0.5561
O -2.0928 -0.1598 0.1737
O 1.6221 -0.8864 -1.5810
O 0.6424 0.8173 0.6232
N -1.0933 -1.8534 -2.1196
N 1.3227 1.6749 1.6201
C 0.1317 -5.5969 1.6154
C 2.9116 -4.2958 -1.1216
C 1.2337 3.6000 3.1877
C -4.0418 2.3850 -3.5505
C 3.2855 2.2794 -0.0212
C 2.7878 1.7570 1.3755
C -0.9031 2.3465 2.6649
C -0.4638 2.5406 -2.2096
C 2.7188 3.9152 2.8523
C -3.2540 0.4557 -0.4719
C 2.4220 -0.0642 -2.4199
C 0.4891 2.8633 2.0578
C 0.4273 -1.9774 1.8824
C 0.2728 3.8296 0.8685
C -4.1790 -0.9765 2.7124
C 3.4175 0.2739 1.5339
C 3.4868 2.6189 2.4411
H -1.2792 3.2036 -1.9205
H -1.5229 3.0898 3.1663
H 3.4645 0.0444 -2.1207
H 1.1931 -5.4498 1.8150
H -3.8716 2.8690 -2.5888
H 3.1081 -0.4555 0.7854
H 0.8077 4.5888 3.3573
H 2.7045 1.8163 -0.8187
H -3.9818 3.1235 -4.3500
H 4.4676 2.9764 2.1275
H 4.3046 1.9053 -0.1187
H -4.0372 -0.2450 -0.7614
H -0.2809 -3.0959 0.5960
H -0.6549 3.6370 0.3298
H 3.6861 -3.5388 -1.2452
H -0.7859 1.4899 3.3287
H -1.4954 1.1268 -2.8482
H -4.8320 -0.1429 2.4539
H -4.5577 -1.2780 3.6891
H 0.9848 3.0673 4.1056
H -0.3575 -5.3474 2.5569
H -2.5559 -0.1070 3.4161
H 2.6091 -4.4537 -0.0864
H 1.9214 -1.7829 -1.4125
H -3.0099 1.0822 -1.3299
H -1.5685 1.9611 1.8923
H 0.0319 -6.6551 1.3738
H -0.2793 -1.4126 2.4905
H 0.4854 -2.9879 2.2869
H 0.3449 2.8615 -1.5530
H 2.4894 -0.6388 -3.3437
H -3.8436 0.9478 0.3016
H -4.4899 -1.7829 2.0482
H -0.1978 2.7770 -3.2398
H 1.9221 0.8243 -2.8055
H 1.9097 -3.8135 -2.6270
H -3.4333 0.9538 -4.5667
H -2.3282 -0.3940 1.0745
H -5.0945 2.1050 -3.5125
H 3.1843 -5.2462 -1.5804
H 0.1476 4.8928 1.0738
H 3.2434 3.3454 -0.2446
H 3.2147 4.4898 3.6345
H 1.3863 -1.4710 1.9919
H -1.2865 -5.1681 0.3879
H 2.9112 4.6280 2.0505
H 3.7702 2.0772 3.3435
H 3.1074 -0.1390 2.4939
H 1.1867 3.7631 0.2781
H 4.5041 0.3385 1.4772
```

Properties
**LUMO energy (alpha / beta)**: -3.9 / -4.0 eV
**Gap between HOMO and LUMO (alpha / beta)**: 6.2 / 5.5 eV
**Charge**: +1
**Spin multiplicity**: 3
**HOMO energy (alpha / beta)**: -0.37128 / -0.34904 hartree

***

Entry 2:
Density functional theory data (ωB97M-V/def2-TZVPD) for a cluster of 8 separate species, C17H50N15O7S2 in total in a non-equilibrium geometry.

```
91
Properties=species:S:1:pos:R:3
S 2.7285 6.3993 -1.1849
S 5.4762 5.2038 -1.0064
O -0.5935 -1.1726 8.2033
O -1.9979 -5.2352 -2.0391
O -4.2079 -0.5347 4.4015
O 3.7525 9.7360 -1.3879
O -6.9457 -5.6077 -3.3927
O -2.2468 -1.5941 0.6947
O -1.0871 -8.3897 -4.8668
N -4.2078 -4.9819 -2.4918
N -2.0727 -3.8346 0.4334
N -3.7978 1.6785 4.1926
N -8.5166 -6.4573 -2.0023
N -8.2605 -7.2937 -4.1380
N -1.3160 -0.2703 10.1541
N -2.7862 -2.9525 2.4380
N 0.6189 -9.6049 -5.7235
N -2.0887 0.2178 4.7362
N 1.8398 2.1571 0.1014
N 0.6335 -7.2984 -5.8538
N 5.4491 8.5238 -2.2487
N -2.0880 0.5206 8.1202
N -2.9894 -6.6394 -3.5187
N 5.4629 10.8353 -2.3945
C 6.9040 4.0929 -1.2294
C -7.8510 -6.4049 -3.1897
C 1.3749 0.7918 0.5522
C -2.3597 -2.7269 1.1606
C 4.8232 9.7053 -1.9761
C 7.2138 3.1805 -0.0537
C 2.7306 4.6365 -0.6345
C -0.0120 -8.4288 -5.4446
C -3.0053 -5.5975 -2.6489
C 1.2204 2.6168 -1.1663
C 2.0757 4.5729 0.7422
C 1.8311 3.9443 -1.6619
C -3.4177 0.3877 4.4363
C -0.1017 0.5413 0.3885
C -1.2878 -0.3615 8.7921
C 1.7525 3.1530 1.2089
C 4.1685 4.0247 -0.6232
H 1.4995 -9.6637 -6.1980
H -1.7676 -0.7163 4.9248
H 4.9753 7.6969 -1.9373
H 6.3406 10.8298 -2.8780
H 1.4403 1.8507 -1.9002
H 5.0171 11.7131 -2.2023
H 1.9646 0.0271 0.0578
H -4.2500 -4.2086 -1.8542
H -9.2629 -7.0988 -1.8124
H 6.3312 2.8710 0.4956
H -2.1704 -4.7679 0.7856
H -7.7897 -7.2712 -5.0236
H -1.8820 0.3871 10.6558
H 1.5149 -7.3045 -6.3301
H -8.2344 -5.8119 -1.2881
H -5.0444 -5.2639 -2.9805
H 7.8822 3.6560 0.6576
H -1.4303 0.9726 4.7734
H 2.7427 5.0438 1.4563
H 2.3463 3.7885 -2.6029
H -0.7386 -0.9094 10.6682
H -1.7784 -3.7253 -0.5234
H -3.0503 -2.1577 2.9966
H 7.7154 2.2766 -0.3872
H 0.7889 3.0910 1.7000
H 4.2367 3.2075 -1.3433
H -2.1196 -7.1299 -3.6655
H -2.0762 0.4552 7.1187
H -2.6684 1.2061 8.5647
H -3.8032 -6.9424 -4.0192
H 6.3283 8.4427 -2.7227
H 2.5088 2.8452 1.9238
H 1.0167 4.6300 -1.8695
H 4.3414 3.5917 0.3630
H 0.1637 -10.4501 -5.4322
H 1.1728 5.1763 0.7122
H -0.4517 0.6511 -0.6300
H 7.7558 4.7011 -1.5062
H -0.2832 -0.4993 0.6433
H -9.0007 -7.9543 -3.9965
H 1.6100 0.7301 1.6098
H 2.9802 7.1025 -0.0667
H -0.7120 1.1205 1.0721
H 6.6633 3.4746 -2.0915
H -3.1718 2.4599 4.2253
H 2.8386 2.0683 -0.0947
H 0.1511 2.7309 -1.0670
H -4.7645 1.8364 3.9738
H -2.8834 -3.8721 2.8242
H 0.1891 -6.4202 -5.6581
```

Properties
**LUMO energy**: -2.4 eV
**Gap between HOMO and LUMO**: 8.1 eV
**Charge**: +1
**HOMO energy**: -0.38643 hartree

***

Entry 3:
Density functional theory data (ωB97M-V/def2-TZVPD) for a cluster of 8 separate species, C17H50O8 in total in a non-equilibrium geometry.

```
75
Properties=species:S:1:pos:R:3
O 1.2805 -1.8544 -2.9234
O -0.5000 -0.3348 0.0398
O 2.5427 -2.1635 -0.5360
O -0.8596 2.9874 2.0244
O -2.3818 1.5535 0.2887
O 2.5275 0.3750 0.3633
O 1.1949 1.7319 -1.6739
O -0.7893 -2.1994 3.1530
C 2.1882 -3.7418 -4.2743
C -4.2616 2.8271 0.4159
C -3.6480 1.7181 -0.3996
C -0.1979 3.5237 -2.4435
C -1.9433 -1.4598 4.9635
C 0.0778 -3.8807 -3.0037
C 1.3253 3.1335 2.4829
C 0.9676 -2.9563 -3.8207
C 0.9967 3.1144 -1.5513
C 4.6783 -1.8653 -1.5575
C -1.9249 -2.4787 3.8231
C 0.0318 1.0846 3.2347
C 0.2341 2.1948 2.1223
C 2.3496 3.7655 -1.8864
C -4.3935 0.4261 -0.3390
C -3.2173 -2.5401 2.9285
C 3.8522 -2.7267 -0.5318
H 4.4227 -0.8076 -1.6200
H -1.8902 0.7522 0.0943
H -4.1500 2.6228 1.4807
H 3.0212 3.7919 -1.0283
H -3.7194 -0.4053 -0.5453
H -2.0121 -0.4142 4.6634
H 3.3141 0.8896 0.5439
H -0.6446 0.3434 2.8090
H 1.6198 -2.1033 -2.0606
H -0.9230 -1.5259 2.4821
H -1.1191 3.0685 -2.0799
H -3.4687 2.0709 -1.4152
H -0.3772 4.5954 -2.5292
H 1.0940 3.6609 3.4084
H 4.1821 -2.7126 0.5070
H 0.4393 -2.4676 -4.6393
H 2.9512 -3.0306 -4.5909
H -5.3348 0.3349 -0.8810
H -0.0115 -1.1580 0.0484
H 0.9772 0.6855 3.6021
H 2.5114 -1.2133 -0.4033
H 0.5000 1.7653 1.1564
H -0.3889 1.5282 4.1371
H 2.2943 2.6385 2.5469
H -3.1984 -1.7153 2.2161
H 0.8334 3.4054 -0.5136
H -1.0594 -1.6662 5.5671
H 1.9759 0.9556 -0.1609
H 0.5023 -4.7267 -2.4633
H -2.7428 -1.7819 5.6307
H 2.7677 3.3155 -2.7869
H -4.6841 0.3222 0.7064
H 2.1872 4.7808 -2.2482
H 3.9401 -3.7524 -0.8900
H 5.7446 -2.0181 -1.3915
H -5.3361 2.9444 0.2753
H -0.3767 0.0082 -0.8453
H -0.5704 -4.4319 -3.6849
H 1.8849 -4.3933 -5.0938
H 2.5775 -4.3271 -3.4413
H -0.0025 3.1128 -3.4339
H 1.3401 3.8491 1.6608
H 4.4108 -2.2302 -2.5492
H -0.5072 -3.2819 -2.3056
H -4.1206 -2.5523 3.5384
H -3.8255 3.7787 0.1122
H -1.4974 2.5802 1.4336
H -1.9091 -3.4721 4.2713
H -3.2979 -3.4739 2.3720
H 1.5460 1.6266 -2.5612
```

Properties
**LUMO energy**: 0.5 eV
**Gap between HOMO and LUMO**: 9.7 eV
**Charge**: 0
**HOMO energy**: -0.33794 hartree
**SMILES string**: CC(C)O.CC(C)O.CC(C)O.CC(C)O.CC(C)O.CCO.O.O